109
Properties=species:S:1:pos:R:3:lowdin_charge:R:1 method="wB97M-V/def2-TZVPD" multiplicity=1 lumo_ev=-1.61 orbital_gap_ev=8.028 homo_energy_ev=-9.637 smiles="COCCCCCCCCCCC[PH](CCCCNC(C)=O)(N=C=O)S(=O)(=O)F.O=C1C=C(O)C(=O)C=C1O.O=C1C=C(O)C(=O)C=C1O.O=C1C=C(O)C(=O)C=C1O" energy_ev=-99806.167
C -1.878 -3.786 1.896 -0.1105
O -2.535 -3.973 0.651 -0.1947
C -2.682 -2.723 -0.008 -0.2355
C -1.492 -2.333 -0.881 -0.1790
C -1.002 -3.488 -1.762 -0.1876
C 0.062 -4.365 -1.078 -0.1885
C 1.497 -4.002 -1.468 -0.1869
C 2.517 -4.202 -0.312 -0.1758
C 2.918 -2.867 0.366 -0.1906
C 4.429 -2.644 0.503 -0.1973
C 5.024 -1.602 -0.448 -0.1911
C 4.228 -0.259 -0.467 -0.2319
C 3.511 -0.161 -1.827 -0.2834
P 2.238 1.168 -1.994 0.8603
C 2.493 2.724 -2.951 -0.2762
C 3.647 3.610 -2.451 -0.2233
C 3.203 4.986 -1.905 -0.1702
C 2.098 4.943 -0.867 -0.2265
N 1.310 6.204 -0.880 0.0163
C 0.380 6.229 0.223 -0.4926
C -0.530 5.037 0.505 -0.0009
O 0.312 7.188 0.938 0.1110
N 2.612 1.945 -0.383 -0.0372
C 1.754 1.777 0.461 -0.4268
O 0.996 1.542 1.348 0.1343
S 1.530 0.181 -3.920 0.5069
O 0.626 1.026 -4.625 -0.3237
O 2.601 -0.374 -4.680 -0.3181
F 0.629 -1.067 -3.409 -0.2442
H -0.979 -3.185 1.725 0.0824
H -2.532 -3.352 2.641 0.0674
H -1.521 -4.772 2.181 0.0951
H -3.579 -2.746 -0.626 0.1115
H -2.877 -1.962 0.756 0.1194
H -1.824 -1.495 -1.494 0.1098
H -0.681 -1.945 -0.256 0.1023
H -1.875 -4.127 -1.912 0.1084
H -0.708 -3.151 -2.752 0.0968
H -0.139 -5.385 -1.403 0.1126
H -0.124 -4.350 -0.007 0.0853
H 1.799 -4.685 -2.260 0.1080
H 1.582 -2.988 -1.855 0.0792
H 2.032 -4.861 0.405 0.1018
H 3.401 -4.702 -0.703 0.0994
H 2.515 -2.897 1.378 0.1068
H 2.388 -2.059 -0.136 0.0816
H 4.975 -3.573 0.341 0.1048
H 4.675 -2.335 1.519 0.1078
H 5.029 -1.997 -1.466 0.1079
H 6.066 -1.376 -0.232 0.1066
H 3.545 -0.317 0.373 0.0909
H 4.887 0.596 -0.362 0.1016
H 3.018 -1.116 -2.002 0.0643
H 4.281 -0.060 -2.587 0.1049
H 0.947 0.864 -1.507 0.0664
H 1.542 3.248 -2.974 0.0998
H 2.726 2.418 -3.966 0.0748
H 4.327 3.103 -1.773 0.0963
H 4.243 3.850 -3.330 0.1098
H 2.873 5.573 -2.766 0.1099
H 4.086 5.489 -1.521 0.1171
H 2.548 4.899 0.123 0.1310
H 1.409 4.110 -0.981 0.0726
H 0.711 6.185 -1.706 0.1267
H -0.709 4.482 -0.416 0.0764
H 0.001 4.375 1.191 0.0799
H -1.451 5.333 0.986 0.0838
O -8.094 -5.772 2.977 0.1099
C -7.614 -5.346 1.944 -0.3161
C -8.086 -4.136 1.280 0.0766
C -7.519 -3.733 0.135 -0.2371
O -7.909 -2.638 -0.510 0.1151
C -6.397 -4.501 -0.497 -0.3173
O -5.927 -4.104 -1.546 0.1059
C -5.913 -5.692 0.176 0.0781
C -6.473 -6.097 1.322 -0.2397
O -6.061 -7.179 1.980 0.1094
H -8.897 -3.595 1.746 0.1356
H -7.342 -2.578 -1.301 0.1201
H -5.091 -6.220 -0.286 0.1401
H -6.633 -7.246 2.768 0.1194
O -4.372 -6.770 5.688 0.1131
C -3.712 -5.888 6.202 -0.3116
C -3.260 -5.927 7.585 0.0766
C -2.549 -4.909 8.087 -0.2382
O -2.111 -4.896 9.342 0.1166
C -2.197 -3.708 7.259 -0.3151
O -1.564 -2.811 7.781 0.1121
C -2.628 -3.680 5.869 0.0768
C -3.337 -4.699 5.367 -0.2304
O -3.754 -4.726 4.105 0.0946
H -3.522 -6.795 8.173 0.1366
H -1.631 -4.053 9.448 0.1206
H -2.355 -2.817 5.278 0.1328
H -4.239 -5.568 4.006 0.1177
O 1.382 8.134 -4.288 0.0927
C 2.134 8.983 -3.842 -0.3143
C 2.634 8.966 -2.479 0.0729
C 3.447 9.940 -2.050 -0.2326
O 3.935 9.971 -0.814 0.1208
C 3.863 11.071 -2.945 -0.3150
O 4.589 11.935 -2.492 0.1100
C 3.379 11.075 -4.320 0.0746
C 2.569 10.098 -4.747 -0.2388
O 2.101 10.052 -5.992 0.1129
H 2.324 8.145 -1.845 0.1037
H 4.486 10.774 -0.765 0.1196
H 3.697 11.884 -4.961 0.1355
H 1.543 9.254 -6.037 0.1183



97
Properties=species:S:1:pos:R:3:lowdin_charge:R:1 method="wB97M-V/def2-TZVPD" multiplicity=1 charge=+1 lumo_ev=-2.54 orbital_gap_ev=6.278 e_above_lowest_ev=3.250 homo_energy_ev=-8.817 energy_ev=-164589.062
Sr 0.861 -0.905 0.361 1.4326
C 1.749 -3.017 1.753 -0.2373
C 0.425 -3.816 1.548 -0.1074
C 0.744 -4.705 0.372 -0.3039
C 1.058 -6.050 0.455 -0.0019
C 1.392 -6.720 -0.713 -0.0423
C 1.402 -6.023 -1.910 -0.0481
C 1.085 -4.675 -1.896 -0.1147
N 0.769 -4.019 -0.779 0.0873
N 1.763 -1.714 2.413 -0.3186
C 1.605 -1.737 3.852 -0.1279
C 0.210 -2.202 4.206 -0.2739
C -0.014 -3.059 5.275 -0.0157
C -1.317 -3.424 5.574 -0.0491
C -2.345 -2.925 4.791 -0.0488
C -2.024 -2.080 3.742 -0.1182
N -0.776 -1.719 3.445 0.1133
C 2.971 -0.870 2.002 -0.1286
C 3.690 -1.145 0.658 -0.2917
C 4.846 -1.925 0.774 -0.0097
C 5.527 -2.324 -0.360 -0.0236
C 5.032 -1.938 -1.597 -0.0307
C 3.913 -1.132 -1.630 -0.1043
N 3.268 -0.704 -0.539 0.0075
H 2.514 -3.655 2.221 0.1526
H 2.094 -2.878 0.729 0.0563
H 0.189 -4.348 2.466 0.1217
H -0.420 -3.210 1.210 0.0995
H 1.026 -6.554 1.412 0.1209
H 1.639 -7.773 -0.687 0.1162
H 1.644 -6.514 -2.841 0.1108
H 1.072 -4.092 -2.809 0.1124
H 2.369 -2.356 4.343 0.1358
H 1.703 -0.715 4.214 0.1211
H 0.823 -3.423 5.857 0.1166
H -1.525 -4.090 6.401 0.1142
H -3.377 -3.184 4.985 0.1096
H -2.798 -1.673 3.099 0.1033
H 2.682 0.179 2.064 0.1030
H 3.759 -1.083 2.722 0.1233
H 5.194 -2.223 1.753 0.1223
H 6.418 -2.932 -0.276 0.1214
H 5.504 -2.244 -2.519 0.1171
H 3.525 -0.767 -2.574 0.1229
C -2.362 -1.357 -3.649 -0.1799
C -1.139 -0.879 -2.868 -0.4084
Ge -1.531 0.227 -1.227 0.7896
C -3.061 -0.817 -0.383 -0.4168
C -4.467 -0.314 -0.714 -0.1880
C -2.306 1.892 -1.913 -0.2488
C -1.612 3.013 -1.660 -0.3410
Ge 0.041 2.780 -0.527 0.9045
C 0.768 4.459 0.211 -0.3035
C -0.220 5.539 0.658 -0.1459
C 1.431 2.009 -1.732 -0.3490
C 1.261 2.404 -3.196 -0.1531
C -2.014 4.335 -2.200 -0.2560
C -3.358 4.713 -2.231 -0.0431
C -3.740 5.937 -2.759 -0.0764
C -2.787 6.807 -3.267 -0.0856
C -1.446 6.448 -3.237 -0.0748
C -1.066 5.228 -2.701 -0.0659
H -2.087 -1.937 -4.533 0.0634
H -2.955 -0.504 -3.985 0.0649
H -3.009 -1.982 -3.031 0.0533
H -0.498 -0.270 -3.515 0.0421
H -0.524 -1.738 -2.560 0.0187
H -2.914 -0.819 0.705 0.0116
H -2.956 -1.860 -0.702 0.0423
H -4.576 0.745 -0.466 0.0534
H -5.242 -0.865 -0.175 0.0630
H -4.668 -0.412 -1.782 0.0597
H -3.183 1.956 -2.558 0.0687
H 1.429 4.857 -0.564 0.0677
H 1.434 4.177 1.032 0.0664
H -0.926 5.789 -0.132 0.0555
H 0.307 6.453 0.934 0.0770
H -0.797 5.237 1.535 0.0490
H 1.393 0.923 -1.628 -0.0122
H 2.411 2.322 -1.355 0.0711
H 0.260 2.163 -3.557 0.0617
H 1.985 1.886 -3.830 0.0694
H 1.420 3.474 -3.339 0.0601
H -4.103 4.039 -1.824 0.1091
H -4.786 6.216 -2.770 0.1048
H -3.085 7.762 -3.679 0.1036
H -0.696 7.122 -3.631 0.1059
H -0.018 4.955 -2.676 0.0884
N -1.470 2.668 1.163 -0.0009
C -0.749 2.551 2.420 -0.1169
C 0.409 1.592 2.206 -0.6012
O 0.871 0.959 3.134 0.0547
O 0.832 1.490 0.973 -0.3028
H -2.115 3.449 1.126 0.1155
H -1.986 1.819 0.943 0.0721
H -1.345 2.197 3.261 0.1350
H -0.326 3.522 2.684 0.1226



95
Properties=species:S:1:pos:R:3:lowdin_charge:R:1 method="wB97M-V/def2-TZVPD" multiplicity=1 charge=+1 lumo_ev=-2.84 orbital_gap_ev=6.986 e_above_lowest_ev=0.073 homo_energy_ev=-9.825 energy_ev=-60653.944
Pt -2.313 1.994 0.762 0.9099
C -5.104 -0.517 -1.697 -0.0298
C -4.420 0.085 -0.633 -0.1193
N -3.622 1.123 -0.802 -0.0381
C -3.476 1.622 -2.050 -0.1582
C -4.120 1.096 -3.173 -0.1365
C -4.953 -0.017 -2.968 0.0094
C -3.910 1.720 -4.452 -0.0049
C -3.118 2.808 -4.574 -0.0051
C -2.448 3.368 -3.432 -0.1450
C -1.622 4.504 -3.486 0.0053
C -1.025 4.954 -2.333 -0.0283
C -1.242 4.266 -1.133 -0.1068
N -2.013 3.197 -1.059 -0.0406
C -2.616 2.761 -2.186 -0.1694
H -5.748 -1.363 -1.502 0.1129
H -4.520 -0.279 0.381 0.1111
H -5.474 -0.461 -3.806 0.1252
H -4.412 1.307 -5.317 0.1217
H -2.978 3.280 -5.538 0.1222
H -1.468 5.015 -4.428 0.1267
H -0.389 5.828 -2.336 0.1153
H -0.786 4.591 -0.207 0.1141
C -1.069 0.733 4.596 -0.0557
C -0.582 1.084 3.183 -0.5279
C -0.307 -0.263 2.473 -0.1828
C -1.690 1.877 2.495 -0.3083
C 0.732 1.869 3.200 -0.1839
C 1.658 1.681 4.224 -0.0376
C 2.907 2.287 4.181 -0.0813
C 3.257 3.092 3.107 -0.0886
C 2.342 3.293 2.084 -0.0796
C 1.094 2.688 2.130 -0.0586
H -2.076 0.315 4.539 0.0899
H -1.104 1.622 5.224 0.0974
H -0.432 -0.010 5.080 0.0806
H -1.200 -0.888 2.587 0.1115
H 0.532 -0.766 2.961 0.1207
H -0.790 0.468 0.638 0.0011
H -2.167 2.529 3.240 0.0250
H 1.411 1.061 5.076 0.1080
H 3.605 2.131 4.994 0.1073
H 4.231 3.564 3.073 0.1039
H 2.601 3.926 1.244 0.1018
H 0.386 2.831 1.323 0.0619
N -0.008 -0.070 1.056 -0.0963
P 0.697 -1.174 0.113 0.7409
N 0.698 -0.460 -1.361 -0.1758
C 1.207 -1.208 -2.527 -0.1981
C 2.366 -0.461 -3.168 -0.1697
C 1.889 0.888 -3.728 -0.1756
C 0.681 1.409 -2.938 -0.1736
C 0.771 1.017 -1.474 -0.1833
N 2.141 -1.548 0.796 -0.1789
C 2.972 -0.484 1.392 -0.1825
C 3.799 -1.051 2.534 -0.1766
C 4.654 -2.224 2.067 -0.1926
C 3.789 -3.274 1.376 -0.1753
C 2.963 -2.648 0.261 -0.2017
N -0.072 -2.610 -0.102 -0.1814
C 0.004 -3.687 0.910 -0.1918
C -1.365 -3.974 1.507 -0.1672
C -2.346 -4.472 0.434 -0.1803
C -1.952 -3.941 -0.949 -0.1739
C -1.356 -2.548 -0.843 -0.1889
H 0.402 -1.341 -3.258 0.1188
H 1.509 -2.205 -2.207 0.1057
H 2.811 -1.074 -3.952 0.1171
H 3.140 -0.308 -2.410 0.1088
H 1.621 0.785 -4.780 0.1117
H 2.705 1.612 -3.683 0.1125
H -0.252 1.011 -3.350 0.1145
H 0.610 2.497 -3.006 0.1063
H -0.049 1.459 -0.911 0.0614
H 1.706 1.395 -1.041 0.1269
H 2.335 0.326 1.738 0.0847
H 3.637 -0.076 0.618 0.1297
H 3.122 -1.374 3.332 0.1171
H 4.419 -0.252 2.945 0.1135
H 5.193 -2.666 2.906 0.1144
H 5.410 -1.861 1.361 0.1179
H 3.110 -3.731 2.103 0.1128
H 4.404 -4.074 0.960 0.1184
H 2.323 -3.391 -0.210 0.0985
H 3.633 -2.249 -0.513 0.1241
H 0.703 -3.387 1.688 0.1030
H 0.406 -4.591 0.443 0.1247
H -1.739 -3.059 1.972 0.0997
H -1.257 -4.707 2.307 0.1186
H -3.356 -4.141 0.684 0.1094
H -2.373 -5.562 0.417 0.1117
H -2.814 -3.915 -1.615 0.1139
H -1.215 -4.598 -1.419 0.1183
H -2.061 -1.879 -0.329 0.1128
H -1.177 -2.128 -1.830 0.0991



102
Properties=species:S:1:pos:R:3:lowdin_spin:R:1 method="wB97M-V/def2-TZVPD" multiplicity=5 charge=+2 lumo_ev="-5.19 / -8.40" orbital_gap_ev="7.126 / 4.691" e_above_lowest_ev=1.832 homo_energy_ev="-12.314 / -13.087" s2=6.070 energy_ev=-239361.308
Pd -0.865 0.034 0.189 1.2780
C -2.100 5.687 2.492 0.0002
C -2.256 4.206 2.552 0.0012
C -2.969 3.572 3.566 -0.0002
C -3.077 2.190 3.570 0.0014
C -2.436 1.509 2.553 0.0022
Br -2.430 -0.392 2.528 0.0557
N -1.773 2.074 1.558 0.0280
C -1.696 3.399 1.563 0.0028
H -2.589 6.155 3.342 0.0000
H -2.543 6.069 1.571 0.0000
H -1.044 5.957 2.492 0.0000
H -3.436 4.152 4.347 0.0000
H -3.629 1.667 4.335 0.0007
H -1.153 3.847 0.742 0.0006
C 0.160 -0.449 -6.897 0.0001
O -1.091 0.122 -6.568 -0.0134
C -1.543 0.155 -5.316 0.0043
C -2.811 0.772 -5.171 0.2421
C -3.384 0.877 -3.940 0.0146
C -2.765 0.388 -2.772 0.1823
C -3.440 0.476 -1.509 0.0308
C -4.841 1.026 -1.452 0.0026
O -2.954 0.090 -0.426 0.1341
C -1.468 -0.241 -2.900 0.0695
O -0.845 -0.771 -1.908 0.3484
C -0.893 -0.322 -4.192 0.0828
H 0.247 -0.328 -7.977 0.0001
H 0.198 -1.513 -6.643 0.0003
H 0.981 0.082 -6.405 0.0003
H -3.303 1.131 -6.060 0.0103
H -4.346 1.355 -3.862 -0.0033
H -5.486 0.504 -2.150 0.0001
H -4.848 2.086 -1.696 0.0005
H -5.234 0.891 -0.447 0.0000
H 0.068 -0.802 -4.270 0.0028
C 2.158 -1.514 -2.635 -0.0011
Si 1.200 -2.824 -1.609 0.0262
C -0.232 -3.649 -2.568 0.0022
C 2.489 -4.158 -1.116 0.0176
As 0.372 -2.049 0.628 0.2585
Si 1.844 -2.133 2.725 0.0307
C 2.522 -3.919 2.677 0.0194
C 0.756 -1.680 4.230 -0.0005
C 3.242 -0.859 2.540 0.0057
Si -1.268 -3.924 1.199 0.0232
C -2.823 -3.497 0.172 0.0006
C -1.616 -3.962 3.080 0.0001
C -0.561 -5.647 0.741 0.0105
H 2.218 -1.824 -3.676 -0.0002
H 3.180 -1.413 -2.280 -0.0001
H 1.677 -0.540 -2.617 0.0000
H 0.049 -3.791 -3.607 0.0004
H -1.133 -3.047 -2.553 0.0002
H -0.464 -4.629 -2.166 0.0001
H 2.789 -4.744 -1.979 0.0026
H 2.098 -4.848 -0.374 0.0012
H 3.388 -3.695 -0.717 0.0000
H 1.751 -4.681 2.724 0.0004
H 3.182 -4.083 3.521 0.0030
H 3.102 -4.080 1.773 0.0004
H 0.369 -2.559 4.735 0.0000
H -0.086 -1.051 3.950 -0.0002
H 1.338 -1.124 4.962 -0.0001
H 3.827 -1.003 1.638 0.0008
H 3.924 -0.909 3.385 0.0004
H 2.815 0.138 2.516 0.0019
H -2.966 -2.424 0.058 0.0005
H -3.700 -3.889 0.678 -0.0001
H -2.789 -3.947 -0.816 0.0001
H -1.870 -2.996 3.504 0.0001
H -0.782 -4.379 3.636 0.0000
H -2.468 -4.614 3.251 0.0000
H -0.492 -5.823 -0.327 0.0000
H -1.237 -6.397 1.141 0.0015
H 0.415 -5.837 1.175 0.0001
O 0.886 0.904 1.110 0.2883
C 1.524 2.065 0.795 0.0225
C 1.045 2.753 -0.476 0.0275
C 1.639 3.809 -1.108 0.0182
C 0.956 4.222 -2.269 0.0013
C -0.135 3.457 -2.530 0.0200
S -0.351 2.220 -1.354 0.0091
C 2.988 1.757 0.467 0.2341
C 3.383 0.710 -0.316 0.1634
C 4.775 0.672 -0.515 0.0402
C 5.417 1.692 0.121 0.2483
S 4.339 2.709 0.981 0.0040
C 1.472 3.028 1.968 0.0158
C 1.173 2.722 3.265 0.0007
C 1.305 3.823 4.138 0.0001
C 1.715 4.948 3.492 0.0025
S 1.915 4.696 1.809 0.0036
H 2.540 4.279 -0.761 0.0002
H 1.266 5.055 -2.875 -0.0001
H -0.826 3.540 -3.346 0.0009
H 2.678 0.005 -0.717 0.0027
H 5.288 -0.063 -1.108 -0.0016
H 6.466 1.906 0.125 0.0112
H 0.873 1.739 3.582 0.0003
H 1.117 3.778 5.196 0.0000
H 1.926 5.921 3.886 0.0004



Across the entries above, molar mass takes the values 876.84, 829.68, 804.90, 1015.52 g/mol, respectively.